C18H21NO2 | ωB97M-V with the def2-TZVPD basis set

Each line ends with the Löwdin charge.
Positions of all 42 atoms, in Å:
C  -4.16  -0.11  0.46  -0.04
C  -2.72  0.28  0.79  -0.36
C  -2.31  -0.22  2.17  -0.04
N  -1.81  -0.20  -0.26  -0.02
C  -1.33  0.83  -1.16  -0.10
C  -0.37  1.80  -0.51  -0.19
C  -0.30  3.10  -0.98  -0.04
C  0.60  4.00  -0.43  -0.09
C  1.45  3.59  0.59  -0.09
C  1.37  2.30  1.06  -0.07
C  0.47  1.40  0.52  -0.04
C  -1.63  -1.52  -0.44  -0.44
O  -2.17  -2.38  0.24  0.05
C  -0.71  -1.99  -1.59  -0.09
O  0.52  -1.33  -1.74  -0.06
C  1.45  -1.43  -0.74  -0.28
C  1.28  -2.16  0.43  -0.02
C  2.28  -2.16  1.39  -0.08
C  3.45  -1.45  1.19  -0.10
C  3.62  -0.73  0.01  -0.09
C  2.63  -0.72  -0.94  -0.02
H  -4.44  0.25  -0.52  0.08
H  -4.26  -1.19  0.48  0.08
H  -4.83  0.32  1.20  0.08
H  -2.62  1.37  0.78  0.14
H  -2.38  -1.30  2.22  0.07
H  -2.97  0.21  2.92  0.08
H  -1.29  0.08  2.41  0.07
H  -2.20  1.38  -1.55  0.13
H  -0.82  0.37  -2.01  0.13
H  -0.95  3.42  -1.78  0.11
H  0.65  5.01  -0.81  0.10
H  2.15  4.29  1.02  0.10
H  2.03  1.97  1.86  0.11
H  0.43  0.39  0.89  0.10
H  -0.56  -3.07  -1.45  0.14
H  -1.24  -1.85  -2.54  0.14
H  0.37  -2.71  0.62  0.11
H  2.14  -2.72  2.30  0.11
H  4.23  -1.46  1.94  0.10
H  4.53  -0.17  -0.15  0.10
H  2.74  -0.16  -1.86  0.12

Summary:
* net charge: 0
* calculated total energy: -903.748217 hartree
* ΔE to the lowest compared entry with this formula, charge and spin: 9.10 kcal/mol
* SMILES: CC(C)N(Cc1ccccc1)C(=O)COc1ccccc1
* F_max: 0.49 eV/A
* gap between HOMO and LUMO: 0.3449 hartree


C18H21NO5 | ωB97M-V with the def2-TZVPD basis set

Each line ends with the Löwdin charge.
Positions of all 45 atoms, in Å:
C  2.25  4.86  1.27  -0.06
C  2.09  3.67  2.21  -0.21
O  1.49  2.56  1.56  0.00
C  0.15  2.55  1.48  -0.43
O  -0.55  3.43  1.96  0.06
C  -0.35  1.38  0.80  -0.02
C  -1.70  1.18  0.69  -0.27
N  -2.63  2.06  1.09  0.20
O  -2.25  0.09  0.08  0.11
C  -1.42  -0.77  -0.58  -0.16
C  -0.08  -0.69  -0.53  -0.04
C  0.76  -1.62  -1.31  -0.34
O  1.96  -1.50  -1.36  0.11
C  0.03  -2.74  -2.01  -0.06
C  -1.35  -2.33  -2.55  -0.55
C  -1.19  -1.24  -3.61  -0.03
C  -2.05  -3.54  -3.16  -0.05
C  -2.18  -1.80  -1.37  -0.05
C  0.62  0.31  0.34  -0.12
C  1.19  -0.40  1.53  -0.24
C  2.47  -0.60  1.94  -0.01
C  2.39  -1.35  3.14  -0.06
C  1.07  -1.54  3.37  -0.12
O  0.33  -0.97  2.40  0.06
H  2.82  4.56  0.39  0.08
H  2.77  5.66  1.78  0.08
H  1.27  5.21  0.96  0.07
H  3.06  3.31  2.56  0.12
H  1.47  3.95  3.07  0.12
H  -3.59  1.78  1.13  0.12
H  -2.27  2.84  1.63  0.09
H  -0.09  -3.54  -1.28  0.14
H  0.66  -3.11  -2.82  0.13
H  -2.16  -0.95  -4.01  0.09
H  -0.71  -0.36  -3.20  0.09
H  -0.59  -1.61  -4.44  0.09
H  -2.16  -4.33  -2.42  0.08
H  -1.48  -3.92  -4.00  0.09
H  -3.04  -3.26  -3.52  0.09
H  -2.43  -2.62  -0.70  0.14
H  -3.11  -1.35  -1.71  0.14
H  1.46  0.76  -0.20  0.16
H  3.36  -0.27  1.44  0.12
H  3.21  -1.69  3.75  0.10
H  0.54  -2.05  4.16  0.11

Summary:
* net charge: 0
* calculated total energy: -1129.480439 hartree
* ΔE to the lowest compared entry with this formula, charge and spin: 23.64 kcal/mol
* SMILES: CCOC(=O)C1=C(N)OC2=C(C(=O)CC(C)(C)C2)[C@@H]1c1ccco1
* F_max: 1.07 eV/A
* gap between HOMO and LUMO: 0.3190 hartree


C18H22AuIN2O2PS2 | ωB97M-V with the def2-TZVPD basis set

Each line ends with the Löwdin charge.
Positions of all 49 atoms, in Å:
Au  -0.74  1.42  0.62  0.30
C  -4.82  -2.48  1.65  -0.09
C  -5.13  -1.02  1.92  -0.29
O  -5.00  -0.24  0.70  -0.34
P  -3.72  0.71  0.50  0.21
S  -2.54  2.57  1.45  0.06
S  -2.17  -0.59  0.17  0.21
O  -4.08  1.41  -0.87  -0.38
C  -4.17  0.76  -2.15  -0.29
C  -5.49  0.06  -2.37  -0.08
H  -4.94  -3.05  2.57  0.08
H  -3.80  -2.58  1.29  0.02
H  -5.50  -2.87  0.89  0.08
H  -4.47  -0.62  2.68  0.11
H  -6.16  -0.89  2.25  0.12
H  -3.34  0.05  -2.24  0.07
H  -4.04  1.56  -2.87  0.12
H  -5.58  -0.81  -1.72  0.06
H  -5.57  -0.27  -3.41  0.08
H  -6.32  0.73  -2.15  0.08
I  3.12  4.07  -0.19  0.75
C  3.58  1.81  -0.33  -0.65
C  4.95  1.63  0.26  -0.09
C  5.53  0.53  0.85  -0.08
C  5.11  -0.80  1.05  0.01
C  3.81  -1.29  0.72  -0.16
C  3.40  -2.63  0.54  -0.01
C  2.13  -2.95  0.09  -0.06
C  1.15  -1.99  -0.25  0.01
C  1.57  -0.70  -0.06  -0.16
C  2.80  -0.39  0.46  -0.08
H  5.59  2.50  0.16  0.07
H  6.55  0.72  1.17  0.11
H  5.85  -1.50  1.42  0.11
H  4.12  -3.43  0.71  0.11
H  1.87  -4.00  -0.03  0.11
H  0.18  -2.27  -0.63  0.09
C  2.26  1.63  1.85  -0.07
C  2.51  1.08  0.46  -0.40
N  1.18  0.72  -0.25  -0.08
C  1.17  1.03  -1.66  -0.10
C  2.28  1.35  -2.32  -0.11
N  3.52  1.47  -1.70  0.00
H  1.78  0.87  2.47  0.10
H  1.61  2.50  1.81  0.02
H  3.21  1.91  2.32  0.09
H  0.23  0.90  -2.16  0.11
H  2.26  1.54  -3.38  0.12
H  4.28  1.83  -2.26  0.14

Summary:
* net charge: 0
* calculated total energy: -2530.153683 hartree
* ΔE to the lowest compared entry with this formula, charge and spin: 87.89 kcal/mol
* F_max: 3.18 eV/A
* multiplicity: 2
* gap between HOMO and LUMO (alpha / beta): 0.2445 / 0.1924 hartree
* ⟨S²⟩: 0.795


C18H22Br6F12O8 | ωB97M-V with the def2-TZVPD basis set

Each line ends with the Löwdin charge.
Positions of all 66 atoms, in Å:
C  -2.79  -1.39  -0.57  -1.49
Br  -4.55  -0.47  -0.38  0.52
Br  -2.63  -3.25  0.23  0.49
Br  -1.37  -0.22  0.09  0.52
H  -2.56  -1.53  -1.63  -0.03
C  -3.96  -0.85  4.76  -1.47
Br  -4.79  0.35  6.02  0.56
Br  -4.96  -2.59  4.82  0.48
Br  -2.00  -1.33  5.15  0.45
H  -3.94  -0.42  3.76  -0.03
C  -5.60  -8.35  -2.36  -0.07
C  -5.45  -6.84  -2.26  -0.15
O  -6.42  -6.35  -1.26  0.02
C  -6.92  -5.11  -1.45  -0.34
O  -6.67  -4.26  -2.33  0.12
C  -7.93  -4.81  -0.36  -0.57
F  -7.38  -3.95  0.46  0.19
F  -9.06  -4.23  -0.83  0.15
F  -8.30  -5.87  0.36  0.16
H  -5.09  -8.70  -3.26  0.08
H  -6.58  -8.81  -2.40  0.08
H  -5.21  -8.87  -1.48  0.07
H  -5.80  -6.46  -3.22  0.12
H  -4.43  -6.52  -2.05  0.13
C  2.74  0.16  -8.08  -0.05
C  1.76  -0.82  -7.36  -0.18
O  2.39  -1.42  -6.23  0.05
C  1.67  -1.87  -5.26  -0.37
O  0.43  -1.94  -5.28  0.12
C  2.45  -2.52  -4.08  -0.51
F  3.75  -2.72  -4.36  0.14
F  2.49  -1.75  -3.00  0.17
F  1.96  -3.75  -3.78  0.15
H  3.43  -0.43  -8.69  0.07
H  3.35  0.74  -7.38  0.08
H  2.23  0.89  -8.71  0.08
H  1.46  -1.59  -8.08  0.13
H  0.87  -0.29  -7.02  0.12
C  -0.95  4.09  4.21  -0.05
C  0.13  4.78  5.03  -0.21
O  0.90  5.79  4.36  0.01
C  1.98  6.33  4.97  -0.35
O  2.31  6.04  6.12  0.15
C  2.69  7.27  4.01  -0.53
F  3.98  7.13  4.25  0.18
F  2.35  7.13  2.66  0.13
F  2.43  8.49  4.42  0.19
H  -1.50  3.43  4.89  0.08
H  -0.44  3.52  3.44  0.07
H  -1.63  4.77  3.69  0.08
H  0.88  4.10  5.42  0.13
H  -0.36  5.22  5.90  0.13
C  3.91  1.55  2.15  -0.05
C  4.84  2.61  2.75  -0.21
O  6.06  2.70  2.01  -0.02
C  6.51  3.82  1.30  -0.26
O  5.73  4.73  0.98  0.11
C  7.95  3.71  0.70  -0.56
F  8.48  4.97  0.65  0.15
F  8.66  2.96  1.57  0.15
F  7.93  3.18  -0.47  0.23
H  3.21  1.11  2.86  0.07
H  4.51  0.75  1.73  0.08
H  3.32  2.03  1.36  0.08
H  5.16  2.35  3.76  0.12
H  4.34  3.58  2.78  0.11

Summary:
* net charge: 0
* calculated total energy: -17943.430694 hartree
* ΔE to the lowest compared entry with this formula, charge and spin: 52.85 kcal/mol
* F_max: 5.51 eV/A
* gap between HOMO and LUMO: 0.3563 hartree


Question: Which of these has the lowest calculated total energy?
Answer: C18H22Br6F12O8